A 3-piece molecular cluster, C4H14O2S2 overall in a non-equilibrium geometry, computed with wB97M-V/def2-TZVPD.

Values from the calculation:
* SMILES: CCCSSC.O.O
* energy relative to the best compared isomer or geometry (same formula, charge and spin): 1.140 eV
* E_HOMO: -8.21 eV

Geometry as XYZ:
```
22
C4H14O2S2, DFT wB97M-V/def2-TZVPD
S 0.2928 -1.7769 -1.5441
S 0.0467 -2.0209 0.4878
O -0.8999 2.0337 2.8315
O -3.2267 2.3776 1.4841
C -0.4705 -0.4611 1.1548
C 1.7156 -0.6039 -1.6577
C 1.2918 0.8733 -1.8788
C 1.8447 1.7795 -0.7985
H -0.9826 2.0653 3.7859
H -3.7307 1.5931 1.2285
H -1.4935 2.6943 2.4486
H 1.7957 0.9637 -2.8645
H 1.0249 2.2128 -0.2243
H 2.4314 -1.0839 -2.3315
H 2.4567 2.5610 -1.2497
H 0.1072 0.1887 1.7952
H -1.4494 -0.5827 1.6722
H 0.2063 0.9151 -2.0851
H 2.6337 1.2975 -0.2112
H -0.9155 0.1076 0.3406
H -3.0760 2.6821 0.5752
H 2.3185 -0.7263 -0.7016
```